13
Properties=species:S:1:pos:R:3:lowdin_charge:R:1 method="wB97M-V/def2-TZVPD" homo_energy_ev=-8.48 homo_lumo_gap_ev=9.2 relative_energy_kj_mol=382.4 mol_weight_da=98.11 lumo_ha=0.0264
C 2.166 0.152 0.208 -0.008
C 1.207 -0.688 -0.177 -0.223
N -0.114 -0.313 -0.155 -0.130
C -1.164 -1.341 0.008 -0.183
O -2.271 -0.926 0.176 0.051
N -0.322 1.014 0.031 0.013
C -1.474 1.615 -0.096 0.041
H 3.132 -0.382 0.421 0.069
H 1.881 1.185 -0.099 0.062
H 1.479 -1.731 -0.254 0.103
H -0.808 -2.305 -0.125 0.108
H -2.304 1.032 -0.107 0.012
H -1.407 2.687 0.169 0.083

=====

13
Properties=species:S:1:pos:R:3:lowdin_charge:R:1 method="wB97M-V/def2-TZVPD" homo_energy_ev=-8.18 homo_lumo_gap_ev=9.0 relative_energy_kj_mol=431.6 mol_weight_da=98.10 lumo_ha=0.0288
C -2.130 0.005 0.096 -0.043
C -0.749 0.118 -0.410 -0.404
C 0.292 0.894 0.285 0.019
C 1.269 0.035 0.010 -0.240
N 2.334 -0.562 0.586 0.143
O 0.919 -0.670 -1.466 -0.084
N -0.424 -0.526 -1.485 0.019
H -2.585 -0.891 -0.331 0.083
H -2.186 -0.054 1.189 0.085
H -2.646 0.894 -0.245 0.077
H 0.178 1.867 0.789 0.126
H 2.964 0.061 1.075 0.114
H 2.765 -1.170 -0.093 0.103

=====

13
Properties=species:S:1:pos:R:3:lowdin_charge:R:1 method="wB97M-V/def2-TZVPD" homo_energy_ev=-8.68 homo_lumo_gap_ev=9.6 relative_energy_kj_mol=173.9 mol_weight_da=98.10 lumo_ha=0.0341
C -1.899 -0.204 -0.107 -0.035
C -0.585 0.507 0.055 -0.305
C 0.357 0.336 -0.930 0.005
C 1.541 0.098 -0.219 -0.432
O 2.632 -0.495 -0.749 0.064
N 1.420 0.333 1.076 0.085
N 0.093 0.566 1.236 -0.001
H -2.452 -0.306 0.824 0.073
H -1.592 -1.213 -0.411 0.088
H -2.524 0.187 -0.910 0.078
H 0.126 0.153 -1.968 0.118
H 3.093 -0.918 -0.013 0.110
H -0.210 0.957 2.117 0.153

=====

13
Properties=species:S:1:pos:R:3:lowdin_charge:R:1 method="wB97M-V/def2-TZVPD" homo_energy_ev=-8.25 homo_lumo_gap_ev=9.1 relative_energy_kj_mol=118.2 mol_weight_da=98.11 lumo_ha=0.0327
C -2.512 0.340 0.025 -0.108
N -1.452 -0.656 -0.105 -0.022
C -0.166 -0.159 -0.015 -0.365
C 0.407 1.066 -0.011 -0.098
N 1.786 0.919 0.013 0.079
C 1.975 -0.342 0.026 -0.205
O 0.825 -1.086 -0.030 0.075
H -2.501 1.028 -0.838 0.090
H -2.431 0.911 0.968 0.087
H -3.478 -0.196 0.010 0.085
H -1.574 -1.467 0.518 0.142
H -0.069 2.050 0.012 0.111
H 2.900 -0.907 0.056 0.129

=====

13
Properties=species:S:1:pos:R:3:lowdin_charge:R:1 method="wB97M-V/def2-TZVPD" homo_energy_ev=-8.29 homo_lumo_gap_ev=8.9 relative_energy_kj_mol=304.7 mol_weight_da=98.10 lumo_ha=0.0232
C 2.096 -0.970 -0.107 -0.092
C 1.116 0.064 0.130 -0.054
C 0.456 0.702 -0.910 -0.190
N -0.853 0.821 -0.956 0.076
C -1.387 0.150 0.104 -0.580
N -2.730 0.297 0.215 0.167
O -0.664 -0.523 0.891 0.042
H 1.837 -1.763 -0.838 0.097
H 2.661 -0.043 -0.461 0.120
H 2.752 -1.341 0.680 0.076
H 1.011 1.220 -1.702 0.131
H -3.248 -0.045 1.004 0.104
H -3.161 0.958 -0.414 0.104

=====

14
Properties=species:S:1:pos:R:3:lowdin_charge:R:1 method="wB97M-V/def2-TZVPD" homo_energy_ev=-10.35 homo_lumo_gap_ev=10.6 relative_energy_kj_mol=445.6 mol_weight_da=114.10 lumo_ha=0.0094
O 0.263 -3.027 1.521 0.085
N 0.384 -1.829 1.569 -0.371
O 1.141 -1.144 2.224 0.094
C -0.492 -1.121 0.533 -0.130
C 0.329 -1.405 -0.790 -0.084
N 0.936 -0.412 -1.192 0.084
C 0.681 0.763 -0.363 -0.177
C -0.394 0.391 0.680 -0.116
H -1.456 -1.504 0.511 0.122
H 0.356 -2.381 -1.089 0.091
H 0.205 1.589 -0.878 0.110
H 1.594 1.093 -0.041 0.085
H -0.186 0.694 1.679 0.100
H -1.175 1.091 0.447 0.106

=====

14
Properties=species:S:1:pos:R:3:lowdin_charge:R:1 method="wB97M-V/def2-TZVPD" homo_energy_ev="-8.47 / -8.46" homo_lumo_gap_ev="7.8 / 7.8" relative_energy_kj_mol=555.4 mol_weight_da=114.10 lumo_ha="-0.0234 / -0.0235"
C 1.101 -0.245 -0.607 -0.430
C -0.641 -0.023 -0.484 -0.670
C -0.491 -0.290 0.895 0.061
N -0.842 1.254 -1.108 0.108
C -0.229 -0.555 2.135 0.064
O 1.784 0.883 -0.309 0.097
N -1.450 -1.081 -0.767 0.118
O 1.565 -1.241 -1.068 0.133
H 2.698 0.765 -0.624 0.136
H -1.832 1.446 -1.177 0.085
H -0.328 2.013 -0.676 0.080
H -1.077 -1.597 -1.566 0.050
H -0.944 -1.108 2.741 0.085
H 0.686 -0.221 2.615 0.085

=====

14
Properties=species:S:1:pos:R:3:lowdin_charge:R:1 method="wB97M-V/def2-TZVPD" homo_energy_ev="-9.50 / -9.50" homo_lumo_gap_ev="9.4 / 9.4" relative_energy_kj_mol=291.9 mol_weight_da=114.10 lumo_ha="-0.0029 / -0.0029"
C 0.896 1.164 -0.510 -0.378
C -2.266 -0.072 -0.079 -0.525
C 0.104 -0.939 0.158 -0.167
C -0.979 -0.092 0.677 -0.013
N 1.041 -0.154 -0.684 0.017
N -0.082 1.722 0.024 0.154
O -2.656 -1.045 -0.661 0.126
O -2.932 1.108 0.064 0.080
H 1.684 1.745 -0.923 0.114
H 0.475 -1.434 1.130 0.146
H -0.235 -1.668 -0.559 0.114
H -0.985 0.175 1.676 0.100
H 1.412 -0.428 -1.578 0.130
H -2.197 1.760 0.263 0.102

=====

14
Properties=species:S:1:pos:R:3:lowdin_charge:R:1 method="wB97M-V/def2-TZVPD" homo_energy_ev=-7.51 homo_lumo_gap_ev=7.6 relative_energy_kj_mol=647.4 mol_weight_da=114.10 lumo_ha=0.0042
N -0.529 2.390 -0.067 0.012
C 0.118 1.154 0.077 -0.395
C 1.297 0.927 0.750 -0.098
C 1.633 -0.392 0.671 -0.039
N 0.423 -0.931 0.051 -0.145
O -0.060 -2.252 -0.056 -0.060
C -0.566 -0.087 -0.279 -0.234
O -1.835 -0.450 -0.862 0.023
H -1.554 1.783 -0.444 0.182
H -0.172 2.913 -0.970 0.110
H 1.804 1.825 1.371 0.166
H 2.624 -0.783 0.650 0.096
H -0.285 -2.733 0.938 0.230
H -1.399 -1.218 -1.405 0.153

=====

14
Properties=species:S:1:pos:R:3:lowdin_charge:R:1 method="wB97M-V/def2-TZVPD" homo_energy_ev=-7.95 homo_lumo_gap_ev=8.6 relative_energy_kj_mol=408.2 mol_weight_da=114.10 lumo_ha=0.0255
C 0.934 0.386 -0.509 -0.120
C 2.015 -0.517 -0.336 -0.581
C -2.279 -0.898 -0.019 -0.164
C 0.407 2.258 0.953 0.157
N 0.537 1.286 0.332 -0.004
N -2.086 0.192 -0.589 0.012
O 2.373 -0.656 0.950 0.087
O 2.570 -1.118 -1.243 0.055
H 0.523 0.326 -1.593 0.159
H -3.175 -1.582 -0.187 0.083
H -1.734 -1.153 0.890 0.055
H -0.136 2.765 1.704 0.065
H 2.841 -1.501 1.025 0.124
H -2.791 0.211 -1.378 0.071

=====

14
Properties=species:S:1:pos:R:3:lowdin_charge:R:1 method="wB97M-V/def2-TZVPD" homo_energy_ev="-8.43 / -8.43" homo_lumo_gap_ev="7.8 / 7.8" relative_energy_kj_mol=450.4 mol_weight_da=114.10 lumo_ha="-0.0228 / -0.0228"
C -1.926 -0.778 1.389 0.022
C -0.849 -0.078 0.972 -0.141
C -0.863 0.782 -0.347 -0.311
O -1.799 1.202 -0.996 0.114
C 0.447 0.465 -0.863 -0.345
O 0.834 0.703 -2.139 0.097
N 1.017 -0.408 -0.053 -0.004
N 2.371 -0.344 0.054 0.062
H -2.203 -0.836 2.429 0.049
H -2.639 -1.161 0.672 0.055
H -0.171 0.308 1.726 0.098
H 0.153 1.285 -2.520 0.119
H 2.775 -1.192 0.422 0.093
H 2.853 0.052 -0.746 0.093

=====

14
Properties=species:S:1:pos:R:3:lowdin_charge:R:1 method="wB97M-V/def2-TZVPD" homo_energy_ev=-8.32 homo_lumo_gap_ev=8.9 relative_energy_kj_mol=276.6 mol_weight_da=114.10 lumo_ha=0.0214
C 2.480 0.166 -0.264 -0.099
N 1.675 -0.951 0.045 0.079
C 0.612 -1.467 0.090 -0.377
O -0.326 -2.145 0.194 0.133
H 3.451 -0.205 -0.593 0.080
H 2.040 0.774 -1.055 0.079
H 2.616 0.778 0.631 0.088
N -3.274 -0.205 -0.655 0.156
C -2.206 0.255 -0.291 -0.182
C -1.139 0.905 0.074 -0.231
O -0.719 1.148 1.367 -0.015
H -3.351 -1.198 -0.859 0.073
H -0.489 1.347 -0.666 0.113
H -1.371 0.797 1.983 0.103

=====

14
Properties=species:S:1:pos:R:3:lowdin_charge:R:1 method="wB97M-V/def2-TZVPD" homo_energy_ev=-8.77 homo_lumo_gap_ev=9.3 relative_energy_kj_mol=926.1 mol_weight_da=114.10 lumo_ha=0.0200
H -2.494 -1.662 -0.319 0.168
N -2.259 -0.538 -0.067 0.128
C -1.130 -0.173 0.275 -0.378
N -0.842 1.274 0.339 0.030
O 0.526 1.644 -0.349 -0.041
C 0.667 0.255 -0.829 -0.262
C 1.636 -0.748 -0.308 -0.029
C 0.428 -0.561 0.435 -0.310
O 0.653 0.082 1.786 -0.115
H -1.361 1.689 -0.387 0.099
H -0.051 -0.044 -1.685 0.181
H 1.698 -1.799 -0.951 0.171
H 2.637 -0.325 0.083 0.162
H -0.108 0.907 1.977 0.196

=====

15
Properties=species:S:1:pos:R:3:lowdin_charge:R:1 method="wB97M-V/def2-TZVPD" total_charge=-1 homo_energy_ev=-3.88 homo_lumo_gap_ev=7.6 relative_energy_kj_mol=184.5 mol_weight_da=145.08 lumo_ha=0.1351
C -2.124 -0.330 0.731 -0.221
C -1.905 -0.715 -0.555 -0.138
C -0.034 -0.751 0.600 -0.435
C 1.172 1.624 -0.363 -0.131
N -1.006 -0.431 1.482 0.049
N -0.559 -0.930 -0.618 0.007
O 2.579 -0.115 1.612 -0.395
O 2.285 -1.248 -0.642 -0.393
P 1.750 -0.438 0.448 0.380
H -2.962 0.052 1.337 0.092
H -2.489 -0.805 -1.445 0.085
H 1.953 2.342 0.084 0.018
H 1.140 1.528 -1.380 -0.072
H 0.193 1.563 0.140 -0.026
H 0.007 -1.347 -1.430 0.179

=====

15
Properties=species:S:1:pos:R:3:lowdin_charge:R:1 method="wB97M-V/def2-TZVPD" homo_energy_ev=-9.55 homo_lumo_gap_ev=9.5 relative_energy_kj_mol=187.5 mol_weight_da=130.10 lumo_ha=-0.0027
O 3.049 -0.283 -0.247 -0.033
C 1.735 -0.292 -0.251 -0.418
C 0.976 -1.600 -0.053 0.035
C -0.332 -1.381 0.482 -0.056
N -0.805 -0.039 0.645 0.066
C -0.077 1.122 0.247 -0.503
O -0.625 2.175 0.057 0.093
N 1.190 0.886 -0.215 0.181
H 1.443 -2.657 0.015 0.140
H -1.116 -2.126 0.651 0.115
H -1.575 0.307 1.362 0.208
H 1.581 1.729 -0.600 0.182
O -3.726 -0.589 -0.519 -0.073
H -3.036 -1.014 -1.016 0.009
H -3.390 0.320 -0.291 0.053

=====

15
Properties=species:S:1:pos:R:3:lowdin_charge:R:1 method="wB97M-V/def2-TZVPD" homo_energy_ev=-8.41 homo_lumo_gap_ev=8.9 relative_energy_kj_mol=542.4 mol_weight_da=130.10 lumo_ha=0.0187
C 4.229 0.030 -0.464 -0.437
C 0.573 -0.784 0.084 -0.002
C -2.686 0.709 -0.413 0.100
C -0.358 -1.630 0.063 -0.424
N -2.050 2.985 -0.283 0.004
N -2.269 1.776 -0.373 -0.236
O 3.946 -1.045 -0.780 0.201
O 4.366 1.087 -0.059 0.225
O -1.119 -2.021 1.025 0.006
H -2.134 3.608 0.552 0.075
H 0.907 -0.418 1.104 0.103
H 1.118 -0.564 -0.723 0.011
H -2.786 -0.332 -0.717 0.077
H -0.788 -1.962 -0.883 0.126
H -0.949 -1.441 1.867 0.171

=====

16
Properties=species:S:1:pos:R:3:lowdin_charge:R:1 method="wB97M-V/def2-TZVPD" homo_energy_ev=-10.14 homo_lumo_gap_ev=10.2 relative_energy_kj_mol=261.6 mol_weight_da=146.10 lumo_ha=0.0028
O 0.549 -1.204 1.884 0.045
C 1.114 -1.178 0.806 -0.330
N 0.574 -0.628 -0.340 0.071
C -0.709 -0.064 -0.381 -0.183
C -1.132 1.127 0.118 -0.033
O -2.424 1.296 -0.146 -0.019
N -2.919 0.190 -0.806 0.139
C -1.899 -0.619 -0.964 -0.363
O -2.065 -1.773 -1.578 0.114
H 2.081 -1.679 0.614 0.137
H 1.102 -0.709 -1.200 0.145
H -0.622 1.930 0.641 0.143
H -1.251 -2.333 -1.598 0.142
O 2.916 1.823 1.031 -0.065
H 2.333 1.440 0.342 0.022
H 2.352 2.382 1.575 0.034

=====

14
Properties=species:S:1:pos:R:3:lowdin_charge:R:1 method="wB97M-V/def2-TZVPD" homo_energy_ev=-8.61 homo_lumo_gap_ev=9.3 relative_energy_kj_mol=831.2 mol_weight_da=130.17 lumo_ha=0.0236
N -2.810 -0.311 0.011 0.027
N -1.710 -1.114 0.014 -0.033
C -0.644 -0.555 0.222 -0.387
S 1.066 -1.718 0.074 0.848
C 2.055 -0.288 0.011 -0.574
C 1.030 0.720 -0.347 -0.462
O 0.345 1.872 -0.072 0.040
C 0.040 0.736 0.729 -0.210
H -3.573 -0.778 -0.305 0.036
H -2.627 0.639 -0.415 0.129
H 2.844 -0.296 -0.999 0.144
H 2.914 -0.197 0.786 0.107
H 0.384 0.301 -1.271 0.176
H 0.687 0.986 1.562 0.158

=====

14
Properties=species:S:1:pos:R:3:lowdin_charge:R:1 method="wB97M-V/def2-TZVPD" homo_energy_ev=-7.48 homo_lumo_gap_ev=5.3 relative_energy_kj_mol=643.4 mol_weight_da=130.17 lumo_ha=-0.0801
C -1.260 1.310 -0.063 -0.052
C -0.311 0.238 -0.106 -0.270
C 1.834 -0.339 0.094 -0.828
C -0.292 -1.091 0.067 -0.415
H -1.211 1.986 -0.800 0.024
H -1.011 2.158 0.650 0.116
H -2.336 0.948 -0.212 0.119
H 1.294 1.686 -0.289 0.231
H 1.398 -2.417 -0.163 0.211
H -2.288 -1.405 1.016 0.363
N 1.037 0.661 0.070 0.067
N 0.957 -1.467 0.124 0.105
O -1.406 -1.946 -0.283 -0.060
S 3.594 -0.323 -0.104 0.388